Entry 1:
The following is a quantum chemistry calculation of C3H9N3O2 as an isolated structure in a non-equilibrium geometry, from the OMol25 dataset.

Last column: Mulliken charge in e.
Element x y z (Å)
C1 1.57 -1.39 0.84  -1.0824
C2 1.20 0.11 1.08  0.4780
C3 1.19 0.42 2.68  -1.3276
H1 0.75 -1.98 1.34  0.3146
H2 1.93 -2.06 -0.17  0.2679
H3 2.50 -1.73 1.62  0.2642
H4 2.15 0.68 0.85  0.1504
H5 2.23 0.50 2.82  0.4533
H6 0.53 -0.30 3.24  0.3125
H7 0.87 1.47 3.03  0.3541
H8 -1.01 0.99 1.43  0.3410
H9 -1.50 1.19 -2.48  0.4111
N1 -0.07 0.87 0.62  -0.3992
N2 -0.56 0.21 -0.66  0.6406
N3 -1.43 -0.78 -0.99  -0.1424
O1 -0.56 1.27 -1.73  -0.5668
O2 -1.67 -0.74 -2.29  -0.4693

The HOMO energy is -9.63 eV. The molecular weight is 119.12 g mol⁻¹. As for the multiplicity: 1. The strongest force on any atom comes out at 5.5 eV/A. As for the energy above the lowest of the compared OMol25 structures with the same formula, charge and spin: 1115.19 kJ/mol. The total energy comes out at -434.101415 a.u.

=====

Entry 2:
The following is a quantum chemistry calculation of a 2-piece molecular cluster, C3H9N3O2 overall in a non-equilibrium geometry, from the OMol25 dataset.

Last column: Mulliken charge in e.
Element x y z (Å)
C1 0.71 -1.47 0.23  -0.6401
C2 2.59 0.12 -0.55  -0.7550
C3 -2.70 1.00 0.50  -0.4795
N1 -2.27 -1.37 0.23  -0.2882
N2 1.16 -0.14 -0.20  0.2297
N3 0.20 0.69 -0.49  0.0813
O1 0.53 1.81 -1.00  -0.5777
O2 -2.80 -0.29 -0.11  -0.0652
H1 0.97 -2.14 -0.67  0.2960
H2 1.30 -1.67 1.13  0.2947
H3 -0.31 -1.32 0.38  0.2402
H4 3.06 -0.90 -0.35  0.3331
H5 2.60 0.76 -1.51  0.2704
H6 2.95 0.76 0.31  0.2774
H7 -2.26 0.91 1.58  0.2765
H8 -3.70 1.50 0.53  0.2845
H9 -2.03 1.73 0.00  0.2220

The HOMO energy (alpha / beta) is -8.51 / -8.49 eV. The molecular weight is 119.12 g mol⁻¹. As for the multiplicity: 1. The strongest force on any atom comes out at 3.7 eV/A. As for the energy above the lowest of the compared OMol25 structures with the same formula, charge and spin: 925.62 kJ/mol. The total energy comes out at -434.173619 a.u.

=====

Entry 3:
The following is a quantum chemistry calculation of one molecule with the formula C3H9N3O2 in a non-equilibrium geometry, from the OMol25 dataset.

Last column: Mulliken charge in e.
Element x y z (Å)
C1 -1.57 0.24 -0.12  0.3611
C2 1.30 -0.92 0.42  -0.3294
C3 2.48 0.04 0.00  -0.4216
H1 -3.54 -0.40 -0.05  0.2348
H2 -3.23 1.21 -0.14  0.2810
H3 -1.05 2.03 0.41  0.1496
H4 -1.59 -1.70 -0.58  0.2893
H5 0.63 -0.60 1.32  0.2207
H6 1.65 -1.93 0.72  0.3846
H7 3.35 0.05 0.64  0.3934
H8 2.64 -0.32 -1.03  0.2128
H9 1.18 1.33 -0.67  0.4061
N1 -2.92 0.30 0.20  -0.5018
N2 -0.78 1.28 -0.22  -0.5773
N3 -0.99 -1.01 -0.11  -0.2586
O1 0.37 -0.97 -0.68  -0.2740
O2 2.07 1.35 -0.12  -0.5708

The HOMO energy is -8.94 eV. The molecular weight is 119.12 g mol⁻¹. As for the multiplicity: 1. The strongest force on any atom comes out at 3.1 eV/A. As for the energy above the lowest of the compared OMol25 structures with the same formula, charge and spin: 462.14 kJ/mol. Its SMILES is [H]/N=C(\N)NOCCO. The total energy comes out at -434.350149 a.u.

=====

Entry 4:
The following is a quantum chemistry calculation of a 2-piece molecular cluster, C3H9N3O2 overall in a non-equilibrium geometry, from the OMol25 dataset.

Last column: Mulliken charge in e.
Element x y z (Å)
C1 0.47 1.52 0.47  -0.5456
C2 1.67 0.68 0.28  -0.8059
C3 -0.95 0.68 0.15  0.5790
N1 -1.38 0.84 -1.12  -0.4283
O1 -1.62 0.22 1.05  -0.6449
H1 -2.25 0.40 -1.38  0.2593
H2 -0.71 0.94 -1.85  0.2376
H3 0.32 1.82 1.51  0.2786
H4 0.45 2.39 -0.18  0.3123
H5 2.56 1.23 -0.01  0.3120
H6 1.34 -0.16 -0.52  0.2637
H7 1.86 -0.01 1.10  0.2591
N2 -0.31 -2.27 0.60  -0.4818
N3 0.09 -1.52 -0.42  0.4114
O2 -0.10 -1.99 -1.55  -0.5470
H8 -0.95 -3.03 0.41  0.2665
H9 -0.47 -1.75 1.45  0.2739

The HOMO energy is -9.45 eV. The molecular weight is 119.12 g mol⁻¹. As for the multiplicity: 1. The strongest force on any atom comes out at 3.6 eV/A. As for the energy above the lowest of the compared OMol25 structures with the same formula, charge and spin: 422.80 kJ/mol. Its SMILES is CCC(N)=O.NN=O. The total energy comes out at -434.365133 a.u.

=====

Entry 5:
The following is a quantum chemistry calculation of one molecule with the formula C3H9N3OS in a non-equilibrium geometry, from the OMol25 dataset.

Last column: Mulliken charge in e.
Element x y z (Å)
C1 -2.80 0.65 -0.69  -0.7402
C2 -1.37 -0.29 0.88  -0.5881
C3 1.25 -0.43 -0.08  0.6892
H1 -3.65 0.34 -0.08  0.3303
H2 -2.69 -0.09 -1.51  0.2920
H3 -3.10 1.65 -1.01  0.2834
H4 -0.95 0.00 1.81  0.4189
H5 -2.25 -0.89 1.06  0.3951
H6 2.39 -1.88 -0.53  0.2151
H7 0.18 1.34 0.19  0.3404
H8 2.89 1.28 0.72  0.2757
H9 2.62 1.70 -0.84  0.2528
N1 2.40 -0.91 -0.34  -0.7437
N2 1.08 0.91 0.09  0.0024
N3 2.22 1.72 0.08  -0.8726
O1 -1.70 0.89 0.17  -0.4018
S1 -0.26 -1.39 -0.04  -0.1489

The HOMO energy is -9.02 eV. The molecular weight is 135.19 g mol⁻¹. As for the multiplicity: 1. The strongest force on any atom comes out at 1.3 eV/A. As for the energy above the lowest of the compared OMol25 structures with the same formula, charge and spin: 166.05 kJ/mol. Its SMILES is [H]/N=C(/NN)SCOC. The total energy comes out at -757.344782 a.u.

=====

Entry 6:
The following is a quantum chemistry calculation of one molecule with the formula C3H9N3OS3 in a non-equilibrium geometry, from the OMol25 dataset.

Last column: Mulliken charge in e.
Element x y z (Å)
C1 1.15 1.95 0.48  -1.1720
C2 3.25 0.45 -0.32  -0.0314
C3 -2.64 1.20 -0.37  0.0943
H1 1.84 2.68 0.93  0.3945
H2 0.94 2.22 -0.56  0.3278
H3 0.21 1.99 1.04  0.4813
H4 3.46 1.42 -0.75  0.3928
H5 4.41 -2.27 -0.18  0.3584
H6 -0.21 -0.58 0.93  0.2081
H7 -0.71 1.74 -0.72  0.3289
H8 -2.85 2.26 -0.57  0.2958
H9 -4.89 -1.26 0.54  0.1220
N1 4.09 -0.47 -0.54  -0.4423
N2 -1.28 0.95 -0.46  -0.2867
N3 -3.66 0.49 -0.10  -0.4189
O1 3.70 -1.66 0.06  -0.3888
S1 1.78 0.27 0.63  0.0098
S2 -0.48 -0.54 -0.39  -0.1465
S3 -3.58 -1.18 0.25  -0.1272

The HOMO energy is -7.69 eV. The molecular weight is 199.33 g mol⁻¹. As for the multiplicity: 1. The strongest force on any atom comes out at 3.8 eV/A. The total energy comes out at -1553.608979 a.u.

=====

Entry 7:
The following is a quantum chemistry calculation of one molecule with the formula C3H9N3S in a non-equilibrium geometry, from the OMol25 dataset.

Last column: Mulliken charge in e.
Element x y z (Å)
C1 0.56 0.30 1.71  -0.4945
C2 -0.54 0.74 0.76  -0.5430
C3 -1.49 -0.11 -1.30  -0.9381
N1 1.50 -0.45 -1.65  -0.5558
N2 1.55 -0.29 0.84  -0.3128
N3 -0.83 -0.40 -0.06  -0.3430
S1 0.89 -1.18 -0.45  0.2230
H1 1.00 1.14 2.25  0.3522
H2 0.15 -0.42 2.44  0.3017
H3 -1.44 1.04 1.31  0.4156
H4 -0.19 1.60 0.17  0.3367
H5 -0.97 0.65 -1.89  0.4174
H6 -1.56 -1.03 -1.88  0.2802
H7 -2.51 0.25 -1.09  0.3365
H8 1.61 -1.04 -2.46  0.2474
H9 2.28 -0.80 1.32  0.2766

The HOMO energy is -8.63 eV. The molecular weight is 119.19 g mol⁻¹. As for the multiplicity: 1. The strongest force on any atom comes out at 2.2 eV/A. As for the energy above the lowest of the compared OMol25 structures with the same formula, charge and spin: 221.81 kJ/mol. The total energy comes out at -682.081410 a.u.

=====

Entry 8:
The following is a quantum chemistry calculation of one molecule with the formula C3H9N3S in a non-equilibrium geometry, from the OMol25 dataset.

Last column: Mulliken charge in e.
Element x y z (Å)
C1 -1.99 -2.32 -1.58  -0.7916
C2 -0.14 0.85 -0.32  0.1291
C3 1.57 2.10 0.98  -0.7483
H1 -2.10 -3.41 -1.47  0.3121
H2 -2.94 -1.82 -1.34  0.2699
H3 -1.64 -2.03 -2.58  0.2552
H4 -0.31 1.84 -0.75  0.2397
H5 2.67 2.00 1.07  0.2484
H6 1.20 2.45 1.96  0.2827
H7 1.42 2.88 0.19  0.3059
H8 0.28 -0.36 1.96  0.2663
H9 1.52 -1.02 1.03  0.2678
N1 -0.89 -0.09 -0.78  -0.4228
N2 0.98 0.85 0.53  0.2092
N3 1.15 -0.17 1.47  -0.7683
S1 -0.78 -1.74 -0.38  -0.0552

The HOMO energy is -7.74 eV. The molecular weight is 119.19 g mol⁻¹. As for the multiplicity: 1. The strongest force on any atom comes out at 1.7 eV/A. As for the energy above the lowest of the compared OMol25 structures with the same formula, charge and spin: 184.98 kJ/mol. Its SMILES is CS/N=C\N(C)N. The total energy comes out at -682.095438 a.u.

=====

Entry 9:
The following is a quantum chemistry calculation of C3H9N3S as an isolated structure in a non-equilibrium geometry, from the OMol25 dataset.

Last column: Mulliken charge in e.
Element x y z (Å)
C1 0.56 -0.72 -1.39  -0.5296
C2 -0.93 -0.69 -0.70  -0.5958
C3 -0.13 1.13 1.89  -0.3401
H1 1.02 -0.33 1.06  0.2772
H2 2.00 -1.67 -0.26  0.2584
H3 0.51 0.04 -2.16  0.2229
H4 0.97 -1.40 -2.15  0.3964
H5 -1.87 -0.88 -1.18  0.4778
H6 -1.15 -1.30 0.35  0.1955
H7 -1.81 1.30 -0.67  0.2207
H8 0.63 1.69 0.01  0.3299
H9 0.69 1.70 2.12  0.4017
N1 1.56 -0.58 -0.17  -0.6260
N2 -1.21 0.62 -0.23  -0.1888
N3 -0.15 1.21 0.55  -0.2737
S1 -0.70 -0.12 2.92  -0.2265

The HOMO energy is -8.59 eV. The molecular weight is 119.19 g mol⁻¹. As for the multiplicity: 1. The strongest force on any atom comes out at 6.0 eV/A. As for the energy above the lowest of the compared OMol25 structures with the same formula, charge and spin: 605.83 kJ/mol. The total energy comes out at -681.935143 a.u.

=====

Entry 10:
The following is a quantum chemistry calculation of a 2-piece molecular cluster, C3H9N3S overall in a non-equilibrium geometry, from the OMol25 dataset.

Last column: Mulliken charge in e.
Element x y z (Å)
C1 -0.43 1.99 0.59  -0.3687
C2 0.66 0.99 0.20  -0.2596
C3 0.59 -0.91 -1.38  -0.8324
N1 -1.50 -2.01 0.55  -0.5286
N2 -1.68 1.71 -0.07  -0.3576
N3 0.09 0.36 -1.01  -0.1561
S1 -1.65 0.40 -0.93  0.1889
H1 -0.46 2.15 1.73  0.2558
H2 -0.30 3.09 0.14  0.2101
H3 1.67 1.56 0.16  0.2563
H4 0.70 0.11 0.86  0.2667
H5 -0.19 -1.30 -2.08  0.2688
H6 1.49 -0.59 -2.06  0.3376
H7 0.82 -1.67 -0.58  0.2956
H8 -2.35 -1.61 0.96  0.2302
H9 -0.88 -2.16 1.33  0.1928

The HOMO energy (alpha / beta) is -7.28 / -8.74 eV. The molecular weight is 119.19 g mol⁻¹. As for the multiplicity: 1. The strongest force on any atom comes out at 3.3 eV/A. As for the energy above the lowest of the compared OMol25 structures with the same formula, charge and spin: 507.22 kJ/mol. The total energy comes out at -681.972702 a.u.

=====

Entry 11:
The following is a quantum chemistry calculation of one molecule with the formula C3H9N3S in a non-equilibrium geometry, from the OMol25 dataset.

Last column: Mulliken charge in e.
Element x y z (Å)
C1 -1.33 -0.88 -1.07  -0.8279
C2 0.04 0.45 0.48  0.6936
C3 1.66 -0.31 -1.00  -1.0149
H1 -0.45 -1.42 -1.39  0.2488
H2 -1.98 -0.76 -1.94  0.3188
H3 -1.84 -1.55 -0.36  0.2965
H4 -1.81 0.90 -0.13  0.2635
H5 -1.27 1.35 1.79  0.2127
H6 0.80 0.44 3.51  0.1134
H7 1.13 0.13 -1.84  0.3678
H8 1.53 -1.42 -1.17  0.2993
H9 2.73 -0.11 -1.11  0.3076
N1 -1.01 0.39 -0.47  -0.3137
N2 -0.28 1.20 1.61  -0.3308
N3 1.23 0.04 0.31  -0.4885
S1 0.86 1.54 2.76  -0.1461

The HOMO energy is -8.70 eV. The molecular weight is 119.19 g mol⁻¹. As for the multiplicity: 1. The strongest force on any atom comes out at 2.0 eV/A. As for the energy above the lowest of the compared OMol25 structures with the same formula, charge and spin: 114.86 kJ/mol. Its SMILES is C/N=C(\NC)NS. The total energy comes out at -682.122145 a.u.

=====

Entry 12:
The following is a quantum chemistry calculation of one molecule with the formula C3H9N3S2 in a non-equilibrium geometry, from the OMol25 dataset.

Last column: Mulliken charge in e.
Element x y z (Å)
C1 -1.59 0.99 -0.64  0.1561
C2 1.41 -1.00 -1.73  -0.7289
C3 0.61 -0.39 2.27  -0.7184
N1 1.11 -0.38 -0.48  -0.4157
N2 -0.56 -0.14 1.43  -0.6218
N3 -1.51 2.01 0.10  -0.3174
S1 -2.32 0.68 -2.09  -0.2953
S2 -0.42 -0.36 -0.07  0.5405
H1 2.35 -1.60 -1.36  0.2718
H2 1.63 -0.22 -2.56  0.1808
H3 0.61 -1.72 -2.06  0.3132
H4 1.56 -0.58 1.53  0.2741
H5 0.45 -0.99 3.18  0.2895
H6 0.91 0.59 2.68  0.2305
H7 -2.13 2.80 -0.11  0.2642
H8 -1.11 1.61 1.02  0.4113
H9 -0.98 -1.31 -1.10  0.1655

The HOMO energy is -8.86 eV. The molecular weight is 151.26 g mol⁻¹. As for the multiplicity: 1. The strongest force on any atom comes out at 4.1 eV/A. As for the energy above the lowest of the compared OMol25 structures with the same formula, charge and spin: 426.73 kJ/mol. Its SMILES is CN=[SH](=NC)C(N)=S. The total energy comes out at -1080.154530 a.u.

=====

Question: What is the total energy in the second record?
Answer: -434.173619 a.u.

=====

Question: What is the multiplicity in the fifth record?
Answer: 1

=====

Question: Look up the multiplicity of the sixth one.
Answer: 1

=====

Question: What is the formula in the second record?
Answer: C3H9N3O2